No. 1
# C5H7N3

An isolated molecule of C5H7N3 at a distorted geometry (ωB97M-V/def2-TZVPD, OMol25).

The spin multiplicity is 1. The gap between HOMO and LUMO is 9.578 eV. Its net charge is 0. The energy relative to the best compared isomer or geometry (same formula, charge and spin) comes out at 158.99 kJ/mol. As for the SMILES: [H]/N=C1C=C/C(=N\[H])N\1C.

Each line ends with the Löwdin charge.
Cartesian coordinates (Å):
1 N -0.72 -0.16 2.16  0.14
2 C -0.27 0.34 1.09  -0.42
3 H -1.45 -1.47 -1.42  0.07
4 H -0.99 -2.06 0.11  0.07
5 C -1.49 -1.26 -0.35  -0.05
6 H 1.39 1.87 1.69  0.11
7 N 0.76 -0.53 -2.08  0.16
8 N -0.72 -0.03 -0.18  -0.05
9 C 0.48 0.12 -1.04  -0.34
10 H 2.04 1.75 -0.87  0.10
11 H 1.53 -0.22 -2.63  0.04
12 H -2.53 -1.09 -0.04  0.10
13 H -0.21 0.22 3.02  0.08
14 C 0.87 1.34 0.89  0.01
15 C 1.28 1.19 -0.36  -0.01

***

No. 2
# C9H14

A cluster of 2 separate species, C9H14 in total at a distorted geometry (ωB97M-V/def2-TZVPD, OMol25).

The spin multiplicity is 1. The gap between HOMO and LUMO is 10.014 eV. Its net charge is 0. The energy relative to the best compared isomer or geometry (same formula, charge and spin) comes out at 76.26 kJ/mol. As for the SMILES: Cc1ccccc1.CC.

Each line ends with the Löwdin charge.
Cartesian coordinates (Å):
1 C -0.50 1.21 -1.71  -0.06
2 C 0.68 -1.07 -0.81  -0.11
3 H -1.26 -1.87 1.63  0.05
4 C -1.02 -0.03 -2.06  -0.09
5 H 1.09 -1.97 -0.37  0.10
6 H -0.87 2.11 -2.17  0.11
7 C 0.94 2.62 -0.17  -0.06
8 H -0.75 -2.21 4.22  0.06
9 H -0.82 -0.24 1.82  0.05
10 H 0.55 -2.39 3.16  0.05
11 C -1.07 -1.13 2.39  -0.17
12 C -0.15 -1.63 3.51  -0.15
13 H -2.08 -1.00 2.79  0.06
14 H -2.01 -0.04 -2.53  0.10
15 H 1.83 2.46 0.43  0.07
16 H 1.90 0.28 0.38  0.11
17 H -0.91 -2.08 -2.03  0.10
18 C -0.38 -1.21 -1.68  -0.09
19 C 0.59 1.35 -0.85  -0.28
20 H 0.41 -0.78 3.88  0.06
21 H 0.20 3.00 0.55  0.08
22 H 1.08 3.50 -0.81  0.08
23 C 1.17 0.16 -0.41  -0.07

***

No. 3
# C5H6BrF2N2O

A structure of composition C5H6BrF2N2O at a distorted geometry (ωB97M-V/def2-TZVPD, OMol25).

The spin multiplicity is 1. The gap between HOMO and LUMO is 9.110 eV. Its net charge is +1. The energy relative to the best compared isomer or geometry (same formula, charge and spin) comes out at 160.18 kJ/mol.

Each line ends with the Löwdin charge.
Cartesian coordinates (Å):
1 H 0.88 -3.16 -0.22  0.15
2 C -0.87 -0.40 -0.13  -0.53
3 H -0.49 2.90 -0.31  0.18
4 O -1.70 1.20 -1.74  -0.01
5 F 0.50 -2.89 1.61  0.14
6 N 1.39 0.30 0.38  0.12
7 C 0.39 -0.63 0.26  -0.11
8 Br -2.21 -1.77 -0.39  0.83
9 H 2.24 -0.07 0.81  0.18
10 F 2.35 -2.14 0.69  0.06
11 H -2.15 1.19 0.28  0.13
12 H 1.81 2.41 0.45  0.21
13 C 1.00 1.58 0.28  -0.01
14 C 1.04 -2.43 0.53  -0.26
15 N -0.23 1.95 -0.08  0.16
16 H -2.61 0.90 -2.04  0.13
17 C -1.34 1.03 -0.37  -0.37

***

No. 4
# C3H6N2O3

An isolated molecule of C3H6N2O3 at a distorted geometry (ωB97M-V/def2-TZVPD, OMol25).

The spin multiplicity is 1. The gap between HOMO and LUMO is 10.148 eV. Its net charge is 0. The energy relative to the best compared isomer or geometry (same formula, charge and spin) comes out at 58.35 kJ/mol. As for the SMILES: NCC(=O)NC(=O)O.

Each line ends with the Löwdin charge.
Cartesian coordinates (Å):
1 H -0.10 -0.81 -1.79  0.10
2 O -0.90 -1.10 -0.06  0.07
3 H 0.77 1.48 0.41  0.15
4 C 1.35 0.27 -1.17  -0.57
5 H -0.71 1.22 2.13  0.12
6 N -2.03 -0.35 2.34  0.02
7 H -2.88 -0.86 2.23  0.08
8 O 0.76 -0.46 -2.10  0.15
9 H -2.05 1.31 1.10  0.11
10 C -1.40 0.60 1.53  -0.21
11 N 0.51 0.65 -0.10  0.17
12 H -1.43 -0.79 3.02  0.08
13 C -0.61 0.00 0.36  -0.42
14 O 2.50 0.57 -1.19  0.14

***

No. 5
# C24H44F6NiO12S4

A structure of composition C24H44F6NiO12S4 at a distorted geometry (ωB97M-V/def2-TZVPD, OMol25).

The spin multiplicity is 3. The gap between HOMO and LUMO (spin up / spin down) is 8.343 / 8.309 eV. Its net charge is 0. The energy relative to the best compared isomer or geometry (same formula, charge and spin) comes out at 7.18 kJ/mol.

Each line ends with the Löwdin spin population.
Cartesian coordinates (Å):
1 H 0.41 41.57 11.28  0.00
2 S -2.07 37.84 6.01  0.00
3 O -2.63 43.10 7.16  0.00
4 H -2.94 43.37 1.79  0.00
5 H 3.52 34.38 6.35  0.00
6 H 1.04 38.78 11.85  0.00
7 O -0.76 41.42 7.00  0.02
8 F 5.05 41.11 7.30  0.00
9 H -3.90 40.39 4.31  0.00
10 H -0.68 43.45 9.33  0.00
11 C 2.45 43.99 3.13  0.00
12 C 1.97 36.03 4.76  0.00
13 H 2.27 34.09 7.54  0.00
14 H 1.62 33.96 4.99  0.00
15 H -1.20 45.41 7.72  0.00
16 O -1.97 36.40 5.93  0.00
17 F 2.14 39.40 2.48  0.00
18 O 0.10 40.31 4.44  0.03
19 Ni 0.71 40.04 6.39  1.82
20 C 2.68 36.20 7.29  0.00
21 H -0.30 39.39 10.90  0.00
22 H 2.72 45.00 2.83  0.00
23 C 0.81 39.44 2.29  0.00
24 C 1.55 34.85 5.62  0.00
25 H -0.86 42.89 2.85  0.00
26 H -2.90 41.66 1.26  0.00
27 H 2.03 41.95 9.50  0.00
28 O -1.05 40.87 2.52  0.00
29 H -3.41 40.41 6.83  0.00
30 C -0.18 45.03 7.83  0.00
31 C 4.56 41.26 6.04  0.00
32 H 0.56 34.91 6.05  0.00
33 F 5.46 42.03 5.39  0.00
34 H 0.67 43.05 8.23  0.00
35 H 1.23 36.55 4.18  0.00
36 H 3.46 42.81 6.80  0.00
37 C -0.27 43.61 8.34  0.00
38 F 0.33 38.22 2.60  0.00
39 H 0.19 45.81 5.80  0.00
40 H 2.61 43.28 2.31  0.00
41 C 3.01 40.06 9.81  0.00
42 H 0.86 41.44 2.99  0.00
43 H -1.21 43.96 4.99  0.00
44 C -3.54 38.29 6.93  0.00
45 H -2.93 37.82 3.81  0.00
46 C 0.20 40.56 3.14  0.00
47 C 2.59 34.79 6.76  0.00
48 C 3.19 41.96 6.13  0.01
49 F 4.57 40.06 5.47  0.00
50 O 2.06 37.56 9.71  0.00
51 O 2.75 42.40 4.86  0.00
52 H 1.40 44.73 6.32  0.00
53 C -0.44 43.73 5.73  0.00
54 H -3.40 38.20 8.01  0.00
55 H 1.39 43.88 3.36  0.00
56 H -1.78 39.21 4.07  0.00
57 O -0.95 38.61 6.51  0.01
58 S 2.77 37.25 5.83  0.00
59 H 0.33 45.68 8.54  0.00
60 H -4.28 37.50 6.75  0.00
61 O 0.93 39.42 8.39  0.02
62 C -2.62 38.63 4.46  0.00
63 H 3.08 41.97 10.87  0.00
64 S 1.66 38.94 9.55  0.00
65 H 3.63 40.24 8.94  0.00
66 H 4.30 43.63 4.15  0.00
67 C 0.33 44.90 6.38  0.00
68 O 2.24 41.26 6.75  0.04
69 O 1.86 38.38 6.02  0.02
70 O 4.11 37.51 5.40  0.00
71 C 3.23 43.65 4.39  0.00
72 C -3.85 39.44 4.85  0.00
73 C 0.77 39.48 11.05  0.00
74 H -1.83 42.04 4.03  0.00
75 H -5.05 39.78 6.63  0.00
76 H 1.69 36.44 7.70  0.00
77 C 2.37 41.34 10.33  0.00
78 H -3.75 42.08 2.70  0.00
79 F 0.61 39.60 0.97  0.00
80 H 2.80 35.80 4.07  0.00
81 C -1.60 42.08 2.96  0.00
82 C 1.27 40.90 11.33  0.00
83 H -4.77 38.94 4.53  0.00
84 C -4.00 39.62 6.37  0.00
85 H 3.11 44.42 5.17  0.00
86 H 3.68 39.60 10.54  0.00
87 C -2.86 42.33 2.12  0.00
88 H 3.41 36.45 8.06  0.00
89 H 0.27 43.06 5.23  0.00
90 S -1.23 42.79 7.07  0.00
91 H 1.56 41.02 12.38  0.00

***

Q: Which of these has the highest energy relative to the best compared isomer or geometry (same formula, charge and spin)?
A: C5H6BrF2N2O